# 1
Molecular formula: C12H23O3PS
Method: DFT, ωB97M-V/def2-TZVPD

Geometry as XYZ:
```
40
Properties=species:S:1:pos:R:3:forces:R:3
C -3.226696 0.793495 0.343642 0.0133 0.2560 -0.1956
C -2.549760 0.036970 -0.772742 0.0167 -0.0631 -0.1273
C -2.211696 -1.408011 -0.518648 -0.0004 0.2885 -0.3052
O -2.288612 0.573715 -1.828119 0.0607 0.0527 0.0439
H -3.410651 1.818573 0.026698 0.0108 -0.0247 -0.0050
H -4.180918 0.323537 0.587068 0.0802 -0.0743 0.1551
H -2.585059 0.807693 1.226058 -0.1059 -0.1297 0.0750
H -3.119596 -1.977564 -0.314016 0.0603 -0.0089 0.2019
H -1.525791 -1.484736 0.323343 -0.1161 -0.1122 0.0746
H -1.729914 -1.824374 -1.399795 0.0255 -0.0092 0.0426
C -1.317057 -6.159489 0.715309 -0.1709 0.2066 0.0747
C -0.536808 -5.048802 0.056116 -0.0094 0.0796 0.0061
C 0.725935 -5.433352 -0.674231 0.0213 0.2734 -0.0673
O -0.906778 -3.899314 0.110405 0.0385 -0.1641 0.0365
H -2.197012 -5.742774 1.201486 0.0250 0.0124 -0.0168
H -1.638808 -6.884847 -0.033689 0.1325 -0.1175 0.0630
H -0.699958 -6.653461 1.467530 0.0194 -0.1450 -0.1176
H 0.492432 -6.127369 -1.483370 0.0712 -0.1412 0.1062
H 1.431238 -5.895887 0.018056 -0.0398 -0.1653 -0.0764
H 1.183249 -4.540801 -1.097293 -0.0270 0.0000 0.0301
C 1.741777 4.592493 1.523139 -0.1161 -0.0605 0.2916
C 0.458545 5.354275 1.740961 -0.0295 -0.0146 0.1309
C 0.058758 6.344498 0.674700 -0.2256 0.0451 0.1493
O -0.220767 5.179695 2.725685 -0.0155 -0.0004 -0.0126
H 1.906385 3.918360 2.362163 -0.0293 0.0197 -0.0032
H 1.674234 4.003176 0.608597 0.0780 0.1682 -0.0260
H 2.582074 5.286545 1.458956 0.0015 -0.0283 -0.2020
H -0.079033 5.830927 -0.278258 0.1664 0.0695 -0.0574
H 0.826228 7.113550 0.573045 0.0564 -0.0835 -0.1614
H -0.879041 6.819152 0.956846 0.0188 -0.0241 0.0162
C 1.556548 -0.626999 0.581806 0.4925 0.3385 0.8178
C 1.467287 -0.315319 -0.566428 -0.4395 0.0863 -1.5340
C 1.400371 0.146946 -1.973462 0.4815 -0.2693 1.7644
P 3.014156 1.012840 -2.384779 -0.3315 0.3613 -1.1136
S 3.205342 2.485619 -0.875465 0.5457 -0.1491 0.0837
H 1.834491 -0.641253 1.608313 -0.2622 -0.3960 0.0913
H 0.603716 0.894910 -2.030820 0.1067 -0.0723 -0.2958
H 1.179026 -0.677945 -2.653015 0.1538 0.1636 -0.1109
H 4.004610 0.026662 -2.144709 -0.2975 0.0998 0.5563
H 3.957554 1.978667 0.138914 -0.4605 -0.2682 -0.3831
```
Positions in Å, forces in eV/Å.

* strongest force on any atom: 1.8 eV/Å
* SMILES: CC(C)=O.CC(C)=O.CC(C)=O.C#CCPS
* E_HOMO: -8.76 eV
* electronic energy: -1436.202130 hartree
* lowest unoccupied orbital energy: 0.60 eV

# 2
Molecular formula: C12H24
Method: DFT, ωB97M-V/def2-TZVPD

Geometry as XYZ:
```
36
Properties=species:S:1:pos:R:3:forces:R:3
C -0.094313 2.611188 0.379992 -0.0049 0.1615 -0.0437
C 1.020602 2.068885 -0.509407 0.2774 0.1882 -0.9216
C 2.001263 1.154947 0.234049 0.2503 -0.0450 0.7551
C 2.631064 0.023963 -0.601402 0.5019 0.3242 -0.2340
C 2.676249 -1.369312 0.050120 0.2338 -0.2310 0.4177
C 1.332902 -1.902245 0.588217 0.3654 -0.1928 0.4243
C 0.147008 -1.615726 -0.316039 0.1760 -0.5843 -0.3002
C -1.167937 -2.013314 0.333624 -0.1936 0.0736 0.4581
C -2.406342 -1.504821 -0.411739 -0.2103 -0.0767 0.1121
C -2.913256 -0.091310 -0.083083 -0.4193 0.0472 0.4950
C -2.002112 1.104123 -0.429249 0.0737 0.1047 -0.4126
C -1.141915 1.561176 0.752783 -0.1969 -0.1714 0.0359
H 0.362180 3.055386 1.275585 -0.1442 -0.1366 -0.0458
H -0.590557 3.438705 -0.145117 -0.0170 -0.1101 0.0920
H 1.542664 2.917808 -0.992115 -0.0484 -0.3203 0.3185
H 0.585287 1.525898 -1.374665 0.1320 0.1309 0.4851
H 2.799101 1.758992 0.727271 -0.5481 -0.3360 -0.3023
H 1.430641 0.698351 1.057064 0.2334 0.0602 -0.0995
H 2.073098 -0.031226 -1.532905 -0.1524 -0.2221 -0.1769
H 3.652638 0.311671 -0.930899 -0.4512 -0.2032 0.3072
H 3.389361 -1.395116 0.898743 -0.1792 0.1736 -0.4277
H 3.070338 -2.083529 -0.682930 -0.0252 0.1385 -0.0104
H 1.425520 -2.997757 0.806183 -0.0864 0.7585 -0.3184
H 1.147171 -1.454886 1.580088 -0.0516 -0.0011 -0.2784
H 0.278904 -2.153307 -1.276534 -0.1138 0.1579 0.3125
H 0.131626 -0.560933 -0.580556 -0.0552 0.0974 0.0882
H -1.174322 -1.611140 1.368359 -0.0727 -0.2086 -0.3599
H -1.222843 -3.115482 0.439089 0.0905 0.4780 -0.0952
H -3.226608 -2.203700 -0.211721 -0.0107 0.1433 -0.0356
H -2.220455 -1.565328 -1.481039 0.0571 -0.0540 -0.3024
H -3.891893 0.038051 -0.570392 0.3079 -0.0656 -0.0847
H -3.168543 -0.067822 0.999528 0.2667 0.1081 -0.4112
H -2.601708 1.970175 -0.767526 0.0836 -0.3539 0.1859
H -1.359925 0.863475 -1.299034 -0.3248 -0.0633 0.3538
H -1.836417 1.964099 1.502670 0.2419 -0.0452 0.0159
H -0.678463 0.670052 1.202992 0.0142 0.2753 0.0033
```
Positions in Å, forces in eV/Å.

* strongest force on any atom: 1.0 eV/Å
* SMILES: C1CCCCCCCCCCC1
* E_HOMO: -10.50 eV
* electronic energy: -471.628711 hartree
* lowest unoccupied orbital energy: 1.18 eV

# 3
Molecular formula: C12H24AlF6IO2P2
Method: DFT, ωB97M-V/def2-TZVPD

Geometry as XYZ:
```
48
Properties=species:S:1:pos:R:3:forces:R:3
C -2.755597 -0.310683 -0.720173 -3.3206 -1.9659 -1.5541
I -1.204324 -2.964902 -0.378672 0.1289 0.8469 0.0762
H -2.879935 0.765094 -0.804341 0.0024 0.1778 0.0907
H -3.414494 -0.774960 0.015237 -0.0031 0.4668 -0.1172
H -2.968453 -0.832952 -1.688249 0.1677 0.8333 0.9718
Al -0.879524 -0.343136 -0.258697 4.6599 -0.1522 1.3160
P -1.688954 0.184029 1.967996 -0.7770 -0.3249 0.7849
C -1.856813 -1.299799 3.015888 0.1756 -0.0345 -0.2305
C -0.560795 1.271586 2.825696 0.1868 0.3265 0.0849
H -1.103061 1.766964 3.635931 0.1208 -0.0281 -0.0107
H -3.559851 1.258716 3.035040 -0.0088 0.0207 -0.2019
H -0.172291 2.020329 2.131443 -0.0638 -0.0015 0.1846
H -3.272250 1.913508 1.383119 -0.1004 -0.1104 0.2864
H -0.860733 -1.730020 3.185227 -0.2649 0.1191 -0.0046
H 0.265950 0.681730 3.226405 -0.1352 0.1210 -0.0187
C -3.322026 1.003162 1.996610 0.2214 -0.0662 -0.2881
H -2.294546 -0.986524 3.974049 0.0575 -0.1394 -0.2139
H -4.104258 0.352848 1.584626 0.1923 0.2104 0.2908
H -2.491415 -2.060084 2.541950 0.0475 0.2307 0.1877
P -0.361682 0.163670 -2.540014 -0.1764 0.1962 -1.5376
C 0.464016 -1.152446 -3.483195 0.0391 -0.3015 0.2741
C -1.860366 0.597648 -3.500970 0.0366 -0.1145 0.2703
H 0.213748 2.482359 -2.341349 0.0862 -0.0428 -0.1072
H 0.966919 1.733698 -3.781258 -0.1508 -0.0449 0.1467
H 1.641360 1.446234 -2.161690 -0.1755 0.0012 -0.1183
C 0.718492 1.589558 -2.722998 0.1011 0.3354 0.2462
H -2.269831 1.537557 -3.103108 0.0850 -0.2038 -0.2688
H -1.602410 0.709787 -4.558957 -0.0059 0.1072 0.1842
H 0.622839 -0.805967 -4.513561 -0.0674 -0.0273 0.2610
H -0.128268 -2.074465 -3.497888 0.0815 0.2089 -0.0473
H -2.630830 -0.177700 -3.411276 0.2642 0.2305 -0.2543
H 1.434872 -1.360594 -3.020254 -0.1390 0.0247 -0.1322
C 1.388790 -2.918678 -0.177333 1.3753 -3.6429 -0.6033
O 1.973423 -3.891870 -0.330293 -1.3179 2.5312 0.2477
C 2.514960 1.502897 1.351362 -0.0747 0.5740 0.1801
C 2.210911 0.185501 0.731475 -0.3624 -2.3483 -0.9188
O 0.885792 -0.045412 0.216590 0.2833 0.3497 0.1747
C 3.305413 -0.003558 -0.398318 0.8021 0.6995 -0.4280
F 4.533617 -0.193897 0.167473 -1.3854 0.1660 -0.7804
F 3.080505 -1.002355 -1.278757 -0.1126 0.2669 0.6778
F 3.385531 1.134901 -1.158192 0.0494 -0.8615 0.6462
C 2.606063 -0.928129 1.813213 0.4180 0.1270 0.8295
F 3.560916 -0.483814 2.663499 -0.7286 -0.4664 -0.7606
F 1.536352 -1.228601 2.591068 0.0913 -0.0328 -0.5135
F 3.068104 -2.097344 1.286486 -0.4078 1.0309 0.4696
H 2.322280 2.323329 0.649216 0.0480 -0.2055 0.2949
H 3.589720 1.409802 1.557530 -0.3658 0.8099 0.2057
H 1.952136 1.632985 2.282416 0.4222 0.1031 -0.2728
```
Positions in Å, forces in eV/Å.

* strongest force on any atom: 4.8 eV/Å
* net charge: +2
* E_HOMO (alpha / beta): -16.07 / -16.08 eV
* electronic energy: -2443.537478 hartree
* lowest unoccupied orbital energy (alpha / beta): -11.62 / -11.62 eV

# 4
Molecular formula: C12H24AlN2O6
Method: DFT, ωB97M-V/def2-TZVPD

Geometry as XYZ:
```
45
Properties=species:S:1:pos:R:3:forces:R:3
N 4.211675 -4.402579 -0.369610 0.1800 -0.0939 0.2686
C 4.024790 -3.144819 0.367939 -0.0412 -0.2232 -0.2137
C 4.012187 -1.868793 -0.493755 0.0190 -0.0009 0.5372
C 2.983909 -0.827417 -0.009840 0.1838 0.2364 -0.4382
C 1.698911 -0.789651 -0.871072 -0.0184 -0.2008 0.3818
Al 0.120534 -1.632231 0.022819 -0.2954 0.3021 -0.0325
O -0.144536 -3.303399 -0.808589 -0.0968 0.2161 0.0834
N 0.565059 -4.266118 -0.297143 0.1615 0.0759 -0.0136
O 0.580265 -5.263168 -0.969614 0.0094 -0.3232 -0.0728
H 3.330896 -4.881770 -0.490771 -0.0848 0.0709 -0.1757
H 4.620414 -4.236932 -1.277530 -0.0663 -0.0026 -0.0823
H 3.085092 -3.223089 0.916865 -0.0187 0.0159 -0.0045
H 4.824038 -3.070025 1.112117 -0.0589 0.0974 0.0830
H 3.808189 -2.141840 -1.531300 -0.0207 0.0372 -0.0242
H 5.009756 -1.420113 -0.457543 0.0601 -0.0782 -0.1670
H 2.752224 -1.031166 1.040845 0.0023 0.0275 0.0218
H 3.458719 0.159310 -0.022372 0.0108 0.0079 0.0151
H 1.446479 0.251714 -1.090800 -0.0238 -0.0016 -0.0548
H 1.903372 -1.277809 -1.830510 -0.0602 0.1143 -0.0825
H 0.311225 -1.825938 1.601289 0.1241 -0.2664 -0.0080
H -1.253494 -0.793742 -0.296383 -0.0427 -0.1951 -0.1991
O -0.904420 0.620036 2.140753 0.1747 0.2210 0.1379
C -1.816497 0.945031 2.822932 -0.2425 -0.0037 -0.1032
O -2.343468 0.134974 3.793709 0.0533 0.0143 0.0471
C -3.500394 0.735570 4.374691 -0.0479 0.0319 0.0070
C -3.363627 2.233575 4.109530 0.0540 0.0054 -0.0537
C -2.616387 2.240596 2.779627 -0.0044 -0.0004 0.2452
H -4.389195 0.316220 3.894677 -0.0121 0.0231 -0.0019
H -3.521637 0.483001 5.433036 0.0258 -0.0333 -0.0044
H -4.321393 2.750923 4.093512 -0.0241 -0.0369 -0.0310
H -2.744780 2.690243 4.883563 -0.0071 -0.0059 0.0170
H -3.292631 2.185972 1.924627 0.0250 0.0096 -0.0345
H -1.945991 3.085643 2.651262 0.0024 -0.0096 -0.1177
O 1.051973 2.761030 -2.133047 0.1117 -0.0237 -0.0511
C -0.062697 2.737415 -2.550176 -0.1639 -0.0271 0.1244
O -0.706939 3.897203 -2.899419 -0.0187 0.0343 -0.0241
C -2.059034 3.622498 -3.278115 -0.0506 -0.0292 -0.0044
C -2.071266 2.155507 -3.685459 0.0302 -0.0939 0.0130
C -0.999911 1.563041 -2.770202 -0.1129 0.1622 -0.2783
H -2.707135 3.814431 -2.418332 -0.0088 -0.0241 0.0031
H -2.332491 4.302874 -4.082703 0.0353 0.0316 0.0094
H -3.050685 1.693436 -3.577825 -0.0037 0.0082 0.0502
H -1.764984 2.059924 -4.728777 -0.0134 0.0135 -0.0105
H -1.408854 1.240092 -1.810056 0.1471 -0.0504 0.0578
H -0.477258 0.720340 -3.212852 0.1275 -0.0325 0.1811
```
Positions in Å, forces in eV/Å.

* strongest force on any atom: 0.5 eV/Å
* net charge: -1
* E_HOMO: -4.74 eV
* electronic energy: -1275.035371 hartree
* lowest unoccupied orbital energy: 2.51 eV

Q: The highest strongest force on any atom belongs to which entry?
A: C12H24AlF6IO2P2